[1]
Here is C29H33As2IrN2O2S4Si as an isolated structure at a distorted geometry from the Open Molecules 2025 dataset. Energies are from ωB97M-V/def2-TZVPD.

```
74
Properties=species:S:1:pos:R:3:forces:R:3
Ir -0.858306 -0.105771 0.754514 0.31 0.56 0.42
N 0.108993 1.695367 1.122083 0.03 -0.26 -0.70
C 1.576471 1.567172 1.050601 0.35 0.06 0.35
C 1.958229 0.487235 0.065133 -0.17 0.02 0.06
O 3.121780 0.314570 -0.249339 -0.16 0.01 -0.01
O 0.930989 -0.166101 -0.374750 0.30 -0.58 -0.10
H -0.249357 2.304379 0.380508 0.06 0.25 0.18
H -0.168029 2.099237 2.011378 -0.15 -0.09 0.05
H 1.951442 1.273262 2.031797 -0.04 0.05 0.02
H 2.068085 2.493346 0.751755 -0.16 0.11 0.03
S -4.986354 2.401931 -1.352541 -0.04 -0.39 0.40
As -3.129137 2.079098 -0.529605 -0.12 0.77 -1.43
S -1.949263 0.491408 -1.342556 -0.15 0.31 0.53
S -2.793373 -0.533665 1.521418 -0.28 -0.16 0.14
S -2.085096 3.830038 -0.078064 0.07 -0.40 0.53
C 1.105130 0.848762 -7.934737 0.02 -0.02 0.00
C 2.210159 0.378978 -7.232729 -0.03 0.00 0.03
C 2.139371 0.212234 -5.857808 -0.04 -0.01 -0.03
C 0.970483 0.516970 -5.162158 0.11 0.01 0.00
C -0.129817 0.980356 -5.874983 0.00 0.00 -0.01
C -0.065786 1.145602 -7.255318 0.00 0.00 0.02
As 0.820182 0.386859 -3.193814 -0.14 -0.15 -0.69
C 1.622698 -1.387087 -3.017269 0.16 0.05 0.15
C 2.948391 -1.718491 -2.760366 -0.03 -0.02 0.02
C 3.317408 -3.044114 -2.567666 -0.01 0.00 -0.02
C 2.366222 -4.053115 -2.616088 0.01 0.01 -0.01
C 1.039247 -3.731625 -2.865940 0.02 0.00 -0.03
C 0.674430 -2.407716 -3.062686 0.03 0.00 -0.05
C 2.110931 1.805865 -2.816582 0.05 -0.05 0.13
C 1.497517 2.982318 -2.390636 0.02 0.00 0.09
C 2.252761 4.098423 -2.047936 -0.01 0.01 -0.02
C 3.635281 4.047791 -2.132129 0.02 -0.04 0.00
C 4.254522 2.885032 -2.576011 -0.03 0.04 -0.04
C 3.498866 1.775424 -2.920233 -0.02 0.03 -0.01
H 1.159418 0.976526 -9.009230 0.00 0.01 0.01
H 3.127441 0.143621 -7.759064 0.00 -0.01 0.00
H 3.002436 -0.165467 -5.320680 0.00 0.00 0.00
H -1.047533 1.213641 -5.345650 0.01 0.01 -0.01
H -0.931267 1.507449 -7.797537 0.00 0.00 0.01
H 3.698320 -0.949879 -2.654831 -0.01 0.00 0.04
H 4.353981 -3.284555 -2.362629 -0.02 0.01 0.02
H 2.655705 -5.083396 -2.447063 -0.01 0.01 -0.01
H 0.285704 -4.509569 -2.890700 0.00 0.02 0.00
H -0.367951 -2.159317 -3.237053 -0.01 -0.02 0.03
H 0.414934 3.027698 -2.313330 -0.01 -0.02 0.05
H 1.755191 4.999185 -1.708180 0.01 -0.01 -0.01
H 4.232148 4.906106 -1.847942 -0.01 0.00 -0.02
H 5.334401 2.840167 -2.648364 -0.01 0.00 0.02
H 4.008910 0.882937 -3.252165 -0.01 0.02 -0.02
C 0.940561 -3.396376 3.723232 0.00 -0.05 0.10
Si 0.926311 -2.420101 2.107900 -0.29 0.12 0.07
C -0.183852 -3.336598 0.913299 0.03 -0.05 -0.13
C 2.667863 -2.363624 1.440261 0.11 -0.03 -0.08
N 0.200030 -0.840593 2.365267 0.18 0.01 0.02
C 0.276515 -0.155587 3.560741 0.06 -0.07 -0.08
C 1.344205 -0.379350 4.461795 0.00 0.04 -0.03
C 1.399062 0.238779 5.697475 0.00 -0.02 -0.01
C 0.408920 1.127833 6.099808 -0.02 0.01 0.00
C -0.619544 1.407504 5.212161 0.04 0.02 -0.04
C -0.680917 0.800534 3.965178 0.05 -0.04 0.03
H 0.639664 -4.430569 3.528369 0.03 0.04 -0.02
H 0.247525 -2.977568 4.456868 0.00 -0.03 -0.04
H 1.932555 -3.421908 4.181740 -0.04 0.00 0.00
H 0.202422 -4.340987 0.707022 0.03 0.05 0.05
H -0.257631 -2.813367 -0.044457 0.01 -0.05 0.00
H -1.190737 -3.428351 1.327779 0.01 0.00 -0.02
H 3.157409 -3.335538 1.565863 -0.04 0.02 0.02
H 3.271349 -1.609548 1.953761 0.02 -0.05 -0.01
H 2.678043 -2.110948 0.377472 0.00 0.00 0.05
H 2.139330 -1.056024 4.172789 0.00 0.03 0.01
H 2.234965 0.028753 6.355594 -0.01 -0.02 -0.01
H 0.443326 1.594964 7.075575 0.02 0.02 -0.02
H -1.397210 2.110205 5.491292 0.01 -0.01 -0.03
H -1.502293 1.031449 3.300988 -0.10 -0.06 0.04
```
Forces are in eV/Å.

Its gap between HOMO and LUMO (alpha / beta) is 5.79 / 5.59 eV. Its multiplicity is 2. The HOMO energy (alpha / beta) is -4.93 / -4.92 eV. The total charge is -1.

[2]
Here is C29H33As2IrN2O2S4Si as an isolated structure at a distorted geometry from the Open Molecules 2025 dataset. Energies are from ωB97M-V/def2-TZVPD.

```
74
Properties=species:S:1:pos:R:3:forces:R:3
Ir 0.555525 0.451077 0.395034 0.91 1.86 0.65
N -0.172195 1.775874 1.930814 -0.19 -0.56 0.20
C -1.358982 2.521695 1.503129 0.00 0.14 -0.05
C -2.204833 1.649546 0.579371 0.09 -0.05 0.14
O -3.372482 1.908416 0.371813 -0.01 0.03 0.00
O -1.546952 0.659818 0.063617 0.06 -0.39 -0.40
H -0.378030 1.168587 2.731538 -0.03 0.14 0.08
H 0.597797 2.357837 2.250863 -0.02 0.02 -0.04
H -1.046898 3.393053 0.923771 0.00 0.02 0.03
H -1.960344 2.869838 2.341481 0.01 -0.03 0.02
S 3.273517 -2.100990 3.606237 0.03 -0.02 0.03
As 1.959528 -0.540465 3.269756 -0.16 0.11 -0.33
S 2.571547 0.746502 1.469866 0.06 -0.18 0.14
S 0.181934 -1.172854 1.957472 0.05 -0.15 -0.03
S 1.243029 0.688528 4.811566 0.01 -0.01 -0.01
C -0.591503 -4.469428 -5.356636 0.01 0.01 -0.01
C -1.850639 -4.338113 -4.779464 -0.01 0.00 0.00
C -2.036517 -3.482617 -3.706121 0.03 0.01 -0.06
C -0.971272 -2.740374 -3.192959 -0.21 -0.18 0.15
C 0.282714 -2.888065 -3.768728 0.07 -0.04 0.04
C 0.474535 -3.747302 -4.847395 0.00 0.00 0.01
As -1.223798 -1.523008 -1.657306 0.01 -0.27 -0.56
C -2.838611 -0.699043 -2.402281 0.01 -0.02 -0.03
C -4.127778 -0.750923 -1.892461 -0.02 -0.03 -0.02
C -5.157789 -0.048071 -2.506162 -0.01 0.01 0.01
C -4.913733 0.717750 -3.634114 0.00 0.00 0.00
C -3.628302 0.770494 -4.157224 0.00 -0.01 -0.01
C -2.604098 0.066628 -3.544629 -0.02 0.04 0.02
C -1.854811 -2.850787 -0.379701 -0.16 0.07 -0.03
C -1.239674 -4.100464 -0.350357 -0.06 -0.03 -0.03
C -1.568394 -5.022421 0.631683 0.02 0.00 0.01
C -2.513185 -4.707037 1.598446 -0.02 0.00 -0.01
C -3.108706 -3.454745 1.591800 0.03 0.01 0.01
C -2.773044 -2.526060 0.615497 0.11 0.04 0.14
H -0.446514 -5.135158 -6.198715 0.00 -0.01 0.01
H -2.686616 -4.908219 -5.166763 0.00 0.01 0.00
H -3.020486 -3.387548 -3.260571 0.00 0.01 0.00
H 1.133751 -2.354300 -3.362997 -0.01 0.02 0.02
H 1.464168 -3.853131 -5.275228 0.00 0.00 -0.01
H -4.349915 -1.336314 -1.012431 0.01 -0.01 0.00
H -6.154855 -0.091274 -2.085416 0.00 0.00 0.00
H -5.716546 1.275722 -4.099666 0.00 -0.01 -0.01
H -3.422565 1.361721 -5.041618 0.00 0.00 0.00
H -1.604698 0.110947 -3.967224 0.01 0.00 0.02
H -0.490958 -4.355184 -1.092068 -0.02 0.00 -0.02
H -1.074039 -5.985964 0.649010 -0.01 0.00 -0.01
H -2.770577 -5.428649 2.363476 0.01 0.01 0.01
H -3.815188 -3.183417 2.366427 -0.01 -0.01 -0.01
H -3.183846 -1.526017 0.673291 0.00 0.00 -0.03
C 3.539429 2.080451 -2.147325 -0.06 0.01 0.06
Si 1.838697 1.299608 -2.186382 -0.06 0.20 -0.23
C 1.326963 0.921959 -3.957892 0.01 -0.04 0.02
C 0.628097 2.576209 -1.502055 -0.02 -0.13 0.09
N 1.710689 -0.092210 -1.135860 -0.67 -0.57 0.12
C 2.459422 -1.238746 -1.319748 0.13 -0.11 -0.07
C 2.367850 -2.323492 -0.437242 0.03 -0.01 0.00
C 3.105433 -3.475645 -0.650862 -0.02 -0.02 0.03
C 3.940281 -3.601798 -1.752005 -0.02 0.04 0.00
C 4.032560 -2.540233 -2.643317 0.02 -0.02 -0.04
C 3.312704 -1.378304 -2.432481 0.00 0.02 0.03
H 3.540809 2.974443 -2.777635 0.01 0.00 0.00
H 4.323879 1.412906 -2.503214 0.00 -0.01 0.00
H 3.793841 2.379936 -1.128314 0.00 -0.01 0.01
H 0.571125 1.636150 -4.293390 0.00 0.01 0.01
H 0.899184 -0.079091 -4.043843 -0.01 0.01 0.02
H 2.171034 0.984138 -4.648173 0.02 -0.01 0.01
H 0.752485 3.475896 -2.112187 0.04 0.00 0.00
H 0.845959 2.880331 -0.471601 0.01 0.06 -0.02
H -0.418882 2.273909 -1.574905 0.00 0.00 -0.06
H 1.727750 -2.256352 0.430328 0.03 0.02 -0.02
H 3.028636 -4.277300 0.073150 -0.01 -0.01 -0.01
H 4.515101 -4.504966 -1.909822 0.00 0.00 -0.01
H 4.674115 -2.612760 -3.513758 0.00 0.00 0.00
H 3.400468 -0.580133 -3.158788 0.01 0.03 0.01
```
Forces are in eV/Å.

Its gap between HOMO and LUMO (alpha / beta) is 6.68 / 5.67 eV. Its multiplicity is 2. The HOMO energy (alpha / beta) is -4.96 / -4.90 eV. The total charge is -1.

[3]
Here is C29H33BrN2O5Sc as an isolated structure at a distorted geometry from the Open Molecules 2025 dataset. Energies are from ωB97M-V/def2-TZVPD.

```
71
Properties=species:S:1:pos:R:3:forces:R:3
Sc 0.815867 -1.203671 1.385796 -0.90 -0.55 -1.83
O -1.666501 -1.376842 6.180661 -0.56 -0.35 -0.93
C -1.415919 -0.104560 6.109591 1.04 2.50 -0.68
C -1.803288 0.844264 7.090444 -1.75 -1.31 -0.12
C -1.657309 2.212112 6.932425 0.79 -1.35 0.67
C -0.797775 2.679767 5.943920 0.44 1.09 0.24
C -0.216769 1.794623 5.040965 -1.44 0.50 -0.03
C -0.690412 0.495276 4.983969 -0.09 -0.67 1.41
C -0.385171 -0.292970 3.814659 2.08 0.62 -1.05
O 0.361635 0.181948 2.825530 -1.67 -0.82 1.66
N -0.834078 -1.506742 3.888088 -0.72 -1.09 0.39
N -0.616074 -2.327094 2.810452 -0.41 0.47 -0.69
C -1.322294 -3.409420 2.768730 0.67 0.31 -0.10
C -1.355770 -4.289282 1.625796 0.87 -0.40 -0.20
C -2.221487 -5.432456 1.704550 2.09 2.09 0.04
C -2.156192 -6.362617 0.726893 -1.57 -1.76 -0.89
C -1.248107 -6.251465 -0.326540 0.30 0.70 -0.06
C -0.366074 -5.173469 -0.393400 0.49 -1.00 -0.63
C -0.393399 -4.095636 0.516106 -1.04 1.34 0.81
O 0.291245 -2.973816 0.333533 -0.85 -1.96 0.65
H -1.463120 -1.659700 5.061639 0.36 -0.28 0.84
H -2.533271 0.474000 7.839325 0.80 0.18 -0.22
H -2.098353 2.746796 7.771589 0.13 0.74 -0.64
H -0.593452 3.749260 5.899167 0.17 -0.25 -0.07
H 0.447663 2.089131 4.241201 -0.04 0.30 0.01
H -1.836697 -3.695611 3.692443 -0.38 0.12 -0.32
H -2.815403 -5.516385 2.589043 -0.54 -0.17 0.25
H -2.903587 -7.183115 0.718008 0.70 0.43 0.05
H -1.265573 -6.987528 -1.143290 0.21 0.27 0.54
H 0.427616 -5.251226 -1.145448 -0.41 0.59 0.10
C 0.744679 3.950175 -5.168593 -2.34 1.39 1.01
C 1.060355 4.229070 -3.671169 -0.34 0.44 -1.42
C 0.040408 5.264149 -3.112735 -0.15 -1.08 1.81
C 2.494220 4.763340 -3.723029 0.28 0.67 2.09
C 0.996773 2.987453 -2.858141 -0.32 -0.65 0.40
C 1.718243 2.879632 -1.672289 0.72 0.98 0.33
C 1.587736 1.815094 -0.832473 -1.19 -1.56 -0.70
Br 2.607744 1.643985 0.748687 -0.16 0.09 0.04
C 0.696297 0.761411 -1.196966 -0.50 -1.02 -0.21
O 0.288202 -0.170889 -0.358398 1.20 0.16 0.52
C 0.181493 0.698794 -2.548577 -0.46 0.87 1.09
C 0.181090 1.925630 -3.253668 0.77 -1.57 0.63
C -0.538061 -0.601590 -3.031703 0.34 -0.57 1.03
C 0.406062 -1.884968 -2.868119 -0.74 0.65 0.36
C -0.860220 -0.481282 -4.488147 1.26 -0.55 -2.61
C -1.935484 -0.798295 -2.268287 1.45 -1.57 -0.71
H 0.722407 4.942042 -5.632206 -0.01 -0.13 -0.27
H -0.274468 3.506055 -5.316789 0.98 0.35 0.02
H 1.485101 3.379724 -5.640473 1.01 -1.07 -0.61
H 0.107001 6.211129 -3.599174 0.26 0.86 -0.33
H 0.255170 5.366758 -1.988404 -0.37 0.13 -1.58
H -1.038741 4.943649 -3.197170 1.18 -0.06 0.00
H 2.560307 5.650855 -4.318509 -0.11 0.56 -0.67
H 3.179005 4.014968 -4.148178 -0.14 0.18 0.46
H 2.820195 5.133034 -2.688528 -0.12 -0.83 -1.35
H 2.398318 3.655412 -1.297790 -0.32 -0.12 -0.57
H -0.415957 1.990057 -4.146386 0.16 0.01 -0.18
H 1.389215 -1.693725 -3.341935 -0.45 -0.03 0.28
H -0.071333 -2.743775 -3.407677 0.31 0.64 0.52
H 0.531606 -2.130280 -1.787459 -0.01 0.06 -0.96
H 0.057075 -0.230774 -5.180112 -1.45 -0.40 1.45
H -1.575461 0.303327 -4.646433 -0.50 0.44 -0.28
H -1.288045 -1.425785 -4.938399 0.32 0.85 0.73
H -1.724723 -0.829775 -1.160307 -0.70 0.35 -1.30
H -2.357838 -1.812531 -2.615115 0.52 1.38 0.62
H -2.583451 -0.018577 -2.688801 -0.11 -0.04 0.82
C 3.746748 -1.424396 2.546941 -0.62 -2.02 -0.65
O 2.527718 -1.704379 1.856406 1.87 0.46 0.68
H 3.493547 -1.193572 3.591654 0.44 0.22 -0.21
H 4.349157 -0.652110 2.047537 -0.30 0.05 0.24
H 4.349964 -2.392610 2.515069 -0.44 1.19 0.27
```
Forces are in eV/Å.

Its gap between HOMO and LUMO is 7.21 eV. Its multiplicity is 1. The HOMO energy is -4.88 eV. The total charge is -1.

no.,total energy (eV)
1,-213423.5300
2,-213424.2623
3,-134575.0338